Record 1
{
  "formula": "CH5N4",
  "method": "the ωB97M-V functional and the def2-TZVPD basis",
  "elements": ["N", "N", "C", "N", "N", "H", "H", "H", "H", "H"],
  "positions_angstrom": [[1.72, 0.28, 0.04], [0.92, 0.03, 1.31], [0.35, 0.23, 0.02], [-0.62, 0.98, -0.60], [-0.71, -0.45, -0.68], [2.22, -0.52, -0.49], [1.11, 0.89, 1.70], [-1.37, 1.48, -0.01], [-0.52, -0.91, -1.51], [-1.44, -0.79, -0.16]],
  "e_above_lowest_kj_mol": 344.69,
  "smiles": "N1NC12N[NH2+]2",
  "charge": 1,
  "homo_lumo_gap_ev": 11.69,
  "fmax_ev_per_a": 4.28
}

Record 2
{
  "formula": "C5H13N3O",
  "method": "the ωB97M-V functional and the def2-TZVPD basis",
  "elements": ["C", "C", "C", "C", "N", "C", "N", "N", "O", "H", "H", "H", "H", "H", "H", "H", "H", "H", "H", "H", "H", "H"],
  "positions_angstrom": [[1.32, -0.33, 0.28], [0.93, 0.34, -1.04], [-2.66, 0.04, 0.02], [1.34, -1.80, 0.36], [-0.47, 0.79, -1.04], [-1.23, -0.36, -0.35], [-0.67, 2.00, -0.32], [1.95, 0.40, 1.20], [-1.09, -1.48, -0.97], [-0.59, -0.37, 0.67], [-0.31, 2.78, -0.85], [-0.28, 1.99, 0.63], [2.26, -0.01, 2.07], [1.95, 1.41, 1.15], [1.03, -0.41, -1.83], [1.58, 1.18, -1.25], [-3.20, 0.30, -0.89], [-3.13, -0.84, 0.47], [-2.72, 0.88, 0.71], [0.35, -2.15, -0.01], [1.59, -2.17, 1.36], [2.06, -2.20, -0.36]],
  "e_above_lowest_kj_mol": 428.32,
  "homo_lumo_gap_ev": 7.56,
  "fmax_ev_per_a": 0.48
}

Record 3
{
  "formula": "C12H10BrF5Zr",
  "method": "the ωB97M-V functional and the def2-TZVPD basis",
  "elements": ["C", "C", "C", "H", "C", "C", "H", "H", "H", "H", "Zr", "Br", "C", "C", "C", "H", "C", "C", "H", "H", "H", "H", "F", "C", "F", "C", "F", "F", "F"],
  "positions_angstrom": [[-2.02, -0.72, -1.77], [-1.79, -1.22, -0.45], [-1.27, -0.12, 0.32], [-2.16, -2.18, -0.11], [-1.36, 1.05, -0.46], [-1.79, 0.68, -1.77], [-2.14, 1.33, -2.57], [-2.33, -1.38, -2.58], [-1.05, -0.16, 1.38], [-1.19, 2.05, -0.05], [0.33, -0.95, -1.55], [0.24, -3.45, -1.74], [2.19, 0.78, -3.25], [1.14, 1.55, -3.80], [0.11, 0.68, -4.24], [1.16, 2.63, -3.94], [0.51, -0.67, -3.95], [1.83, -0.61, -3.35], [2.51, -1.46, -3.21], [3.17, 1.13, -2.94], [-0.77, 0.95, -4.79], [0.03, -1.58, -4.33], [0.82, -1.87, 1.22], [1.66, -0.84, 0.72], [1.24, 0.38, 1.27], [3.01, -1.12, 1.39], [2.76, -1.00, 2.71], [3.43, -2.37, 1.12], [4.01, -0.28, 1.06]],
  "e_above_lowest_kj_mol": 89.04,
  "homo_lumo_gap_ev": 8.00,
  "fmax_ev_per_a": 2.59
}

Record 4
{
  "formula": "C55H125N5O10S5",
  "method": "the ωB97M-V functional and the def2-TZVPD basis",
  "elements": ["C", "S", "O", "C", "H", "H", "H", "H", "H", "H", "C", "S", "O", "C", "H", "H", "H", "H", "H", "H", "C", "S", "O", "C", "H", "H", "H", "H", "H", "H", "C", "S", "O", "C", "H", "H", "H", "H", "H", "H", "C", "S", "O", "C", "H", "H", "H", "H", "H", "H", "C", "C", "C", "C", "C", "C", "N", "O", "C", "C", "C", "H", "H", "H", "H", "H", "H", "H", "H", "H", "H", "H", "H", "H", "H", "H", "H", "H", "H", "H", "C", "C", "C", "C", "C", "C", "N", "O", "C", "C", "C", "H", "H", "H", "H", "H", "H", "H", "H", "H", "H", "H", "H", "H", "H", "H", "H", "H", "H", "H", "C", "C", "C", "C", "C", "C", "N", "O", "C", "C", "C", "H", "H", "H", "H", "H", "H", "H", "H", "H", "H", "H", "H", "H", "H", "H", "H", "H", "H", "H", "C", "C", "C", "C", "C", "C", "N", "O", "C", "C", "C", "H", "H", "H", "H", "H", "H", "H", "H", "H", "H", "H", "H", "H", "H", "H", "H", "H", "H", "H", "C", "C", "C", "C", "C", "C", "N", "O", "C", "C", "C", "H", "H", "H", "H", "H", "H", "H", "H", "H", "H", "H", "H", "H", "H", "H", "H", "H", "H", "H"],
  "positions_angstrom": [[9.21, -22.92, -3.02], [10.22, -21.39, -2.69], [9.59, -20.15, -3.19], [9.77, -21.43, -0.82], [9.79, -23.79, -2.71], [9.00, -22.98, -4.08], [8.29, -22.90, -2.43], [8.77, -21.73, -0.49], [9.98, -20.47, -0.36], [10.39, -22.18, -0.32], [13.56, -17.93, 4.74], [12.85, -17.44, 3.14], [12.03, -18.67, 2.74], [11.56, -16.26, 3.65], [12.84, -18.54, 5.30], [13.57, -17.05, 5.39], [14.58, -18.25, 4.52], [10.92, -16.76, 4.38], [10.95, -15.98, 2.79], [12.09, -15.47, 4.19], [8.76, -30.27, 9.39], [9.54, -28.83, 10.22], [10.91, -29.32, 10.64], [9.89, -27.74, 8.78], [9.29, -30.81, 8.61], [7.75, -29.98, 9.11], [8.69, -31.01, 10.18], [8.92, -27.40, 8.43], [10.29, -28.36, 7.97], [10.55, -26.91, 9.03], [6.18, -20.53, 7.00], [6.71, -19.17, 5.87], [8.22, -19.49, 5.74], [5.86, -19.74, 4.28], [6.99, -21.26, 7.10], [5.23, -21.04, 6.85], [6.17, -20.07, 7.98], [4.77, -19.72, 4.26], [6.31, -20.70, 4.02], [6.08, -19.01, 3.50], [9.18, -17.17, 0.23], [7.92, -18.36, 0.86], [7.71, -19.31, -0.26], [9.08, -19.25, 2.01], [8.72, -16.42, -0.42], [9.83, -17.75, -0.42], [9.60, -16.68, 1.11], [9.98, -19.54, 1.48], [8.77, -20.29, 2.17], [9.26, -18.77, 2.97], [8.63, -23.82, 11.95], [7.45, -24.28, 11.01], [7.14, -25.69, 11.66], [5.80, -26.19, 11.09], [4.64, -25.26, 11.18], [4.97, -23.80, 10.77], [6.36, -23.39, 11.23], [6.71, -22.09, 10.94], [4.75, -23.70, 9.26], [3.98, -22.87, 11.53], [7.96, -24.40, 9.57], [9.18, -22.95, 11.57], [9.36, -24.61, 12.13], [8.26, -23.43, 12.90], [7.98, -26.32, 11.36], [7.29, -25.71, 12.74], [5.52, -27.01, 11.76], [5.77, -26.58, 10.08], [4.27, -25.23, 12.20], [3.85, -25.58, 10.50], [3.71, -23.91, 9.01], [4.96, -22.65, 9.03], [5.40, -24.27, 8.61], [2.96, -22.99, 11.16], [4.10, -22.98, 12.61], [4.22, -21.85, 11.25], [8.91, -24.94, 9.50], [8.06, -23.41, 9.12], [7.35, -25.01, 8.91], [7.14, -21.68, 11.70], [17.12, -20.89, 9.53], [15.82, -20.63, 8.78], [15.07, -22.04, 8.85], [13.60, -21.99, 8.54], [12.92, -21.08, 9.52], [13.43, -19.67, 9.43], [14.94, -19.64, 9.52], [15.52, -18.37, 9.43], [12.82, -18.91, 8.14], [12.90, -19.00, 10.72], [16.03, -20.30, 7.29], [17.66, -21.61, 8.91], [17.07, -21.27, 10.55], [17.84, -20.08, 9.51], [15.49, -22.70, 8.09], [15.12, -22.55, 9.81], [13.15, -22.99, 8.57], [13.43, -21.62, 7.53], [13.15, -21.51, 10.49], [11.84, -21.11, 9.43], [13.19, -19.28, 7.18], [11.74, -18.90, 8.07], [13.10, -17.86, 8.27], [11.82, -19.02, 10.85], [13.43, -19.40, 11.58], [13.18, -17.95, 10.74], [16.74, -21.05, 6.93], [16.44, -19.31, 7.12], [15.13, -20.48, 6.71], [15.93, -18.21, 10.29], [17.23, -21.55, 2.00], [17.17, -22.89, 2.82], [16.71, -22.57, 4.28], [15.25, -22.30, 4.30], [14.45, -23.48, 3.64], [14.83, -23.74, 2.15], [16.34, -23.88, 2.16], [16.83, -24.19, 0.89], [14.07, -25.07, 1.85], [14.30, -22.59, 1.25], [18.67, -23.48, 2.89], [17.24, -21.77, 0.93], [18.21, -21.08, 2.11], [16.46, -20.83, 2.27], [16.96, -23.41, 4.92], [17.00, -21.62, 4.73], [14.91, -21.44, 3.72], [15.02, -22.24, 5.36], [13.41, -23.17, 3.74], [14.57, -24.30, 4.35], [13.00, -24.85, 1.81], [14.32, -25.55, 0.90], [14.17, -25.85, 2.60], [14.24, -21.65, 1.79], [15.05, -22.52, 0.47], [13.33, -22.91, 0.86], [18.80, -24.50, 3.25], [19.32, -22.84, 3.48], [19.20, -23.47, 1.94], [16.91, -25.14, 0.84], [6.12, -28.77, 6.07], [6.04, -30.11, 5.30], [5.18, -30.00, 4.01], [5.82, -29.44, 2.71], [7.13, -30.23, 2.42], [8.12, -30.21, 3.64], [7.37, -30.64, 4.88], [8.19, -30.89, 5.94], [9.20, -31.27, 3.25], [8.74, -28.89, 3.82], [5.32, -31.20, 6.17], [6.33, -28.93, 7.12], [5.15, -28.28, 6.06], [6.72, -27.96, 5.66], [4.76, -30.97, 3.75], [4.21, -29.56, 4.27], [6.07, -28.40, 2.88], [5.06, -29.51, 1.92], [7.59, -29.79, 1.53], [6.94, -31.27, 2.15], [10.00, -31.30, 3.98], [8.81, -32.28, 3.14], [9.70, -31.21, 2.29], [9.33, -29.02, 4.72], [9.37, -28.58, 2.98], [8.05, -28.05, 3.93], [4.24, -31.09, 6.29], [5.88, -31.25, 7.10], [5.51, -32.15, 5.66], [8.46, -31.81, 5.88], [8.65, -22.68, 4.40], [10.17, -22.75, 4.63], [10.55, -22.11, 5.96], [10.10, -23.00, 7.11], [10.73, -24.40, 7.07], [10.51, -25.12, 5.67], [10.77, -24.14, 4.58], [10.77, -24.76, 3.35], [11.42, -26.35, 5.52], [9.01, -25.69, 5.59], [10.83, -21.82, 3.61], [8.27, -21.66, 4.48], [7.99, -23.28, 5.03], [8.66, -23.02, 3.37], [11.63, -21.97, 6.01], [10.22, -21.07, 6.01], [9.01, -23.07, 7.07], [10.36, -22.48, 8.03], [10.30, -25.07, 7.81], [11.81, -24.23, 7.18], [12.48, -26.06, 5.56], [11.18, -27.16, 6.21], [11.38, -26.84, 4.55], [8.96, -26.73, 5.91], [8.44, -25.09, 6.30], [8.71, -25.60, 4.55], [11.88, -21.62, 3.83], [10.44, -20.81, 3.64], [10.86, -22.10, 2.55], [11.60, -24.39, 3.04]],
  "e_above_lowest_kj_mol": 84.19,
  "homo_lumo_gap_ev": 8.29,
  "fmax_ev_per_a": 3.35
}

Record 5
{
  "formula": "C4H12N2S",
  "method": "the ωB97M-V functional and the def2-TZVPD basis",
  "elements": ["N", "C", "N", "C", "C", "C", "S", "H", "H", "H", "H", "H", "H", "H", "H", "H", "H", "H", "H"],
  "positions_angstrom": [[-1.34, -0.35, -1.30], [-0.20, -1.26, -1.63], [0.90, -1.02, -0.74], [0.49, -0.85, 0.69], [0.85, 0.55, 1.36], [0.31, 1.78, 0.78], [-1.43, 1.83, 1.35], [-2.01, -0.44, -0.52], [-1.27, 0.48, -1.84], [-0.44, -2.39, -1.54], [0.12, -1.07, -2.74], [1.69, -0.40, -0.82], [-0.63, -0.85, 0.62], [0.87, -1.73, 1.33], [0.84, 0.31, 2.47], [1.98, 0.44, 1.01], [0.85, 2.70, 0.94], [0.30, 1.61, -0.39], [-1.87, 0.66, 0.96]],
  "e_above_lowest_kj_mol": 232.10,
  "smiles": "NCNCCCS",
  "homo_lumo_gap_ev": 9.41,
  "fmax_ev_per_a": 6.62
}

Record 6
{
  "formula": "C5H13N2",
  "method": "the ωB97M-V functional and the def2-TZVPD basis",
  "elements": ["C", "C", "N", "C", "C", "C", "N", "H", "H", "H", "H", "H", "H", "H", "H", "H", "H", "H", "H", "H"],
  "positions_angstrom": [[-1.29, -1.13, -0.99], [-1.56, 0.14, 0.00], [-3.02, 0.55, -0.12], [-0.28, 1.05, 0.09], [0.99, 0.24, -0.23], [1.97, 0.30, 0.69], [3.06, -0.71, 0.72], [-0.98, -0.71, -2.05], [-2.36, -1.53, -1.09], [-0.46, -1.83, -0.75], [-1.58, -0.44, 0.90], [-3.71, -0.11, 0.05], [-3.26, 1.09, -0.89], [0.03, 1.26, 1.11], [-0.24, 1.87, -0.72], [1.24, -0.16, -1.25], [2.22, 1.29, 1.15], [2.93, -1.45, 1.43], [4.01, -0.27, 0.64], [2.93, -1.45, -0.04]],
  "e_above_lowest_kj_mol": 486.05,
  "smiles": "C[C@H](N)C/C=C/[NH3+]",
  "charge": 1,
  "homo_lumo_gap_ev": 7.90,
  "fmax_ev_per_a": 4.52
}